No. 1
Entry from the Open Molecules 2025 dataset: 2 unconnected molecules or ions with the total composition C24H53F6N5P2S2 (the ωB97M-V functional and the def2-TZVPD basis).

Geometry (Å):
1 C -0.9788 2.5739 0.8294
2 C -0.7439 2.3012 -0.7698
3 C -2.1145 2.2829 -1.6780
4 C -2.6636 3.8159 -2.0575
5 C -3.6894 4.4222 -0.9216
6 C -5.0304 3.4670 -0.6723
7 C -4.8857 2.4861 0.6492
8 C -5.4243 0.9599 0.3190
9 C -4.1958 -0.1246 0.5523
10 C -4.1280 -1.3189 -0.5679
11 C -2.5679 -1.7142 -1.0249
12 C -1.5536 -1.8078 0.2169
13 N -0.4939 -2.8599 0.2354
14 C -0.8242 -4.1830 -0.4142
15 C 0.0466 -5.3317 0.3833
16 N 1.4715 -4.8919 0.6028
17 P 1.9271 -4.7198 2.3015
18 S 1.9488 -2.9179 3.0168
19 C 1.9080 -3.7615 -0.2874
20 C 3.4978 -3.3222 -0.1162
21 S 4.6574 -4.8389 -0.0302
22 C 6.1107 -4.3365 1.0425
23 C 6.2421 -5.1995 2.4487
24 C 0.8756 -2.4456 -0.2711
25 C 0.9029 -1.7458 -1.7453
26 C 2.1707 -0.6611 -1.8708
27 C 1.7213 0.5925 -2.8743
28 C 2.6384 1.9397 -2.6911
29 N 2.9961 2.2722 -1.2517
30 C 3.2860 3.7492 -1.1026
31 N 2.4170 4.6771 -0.5177
32 N 4.6328 4.3488 -1.5577
33 H -1.3653 1.5609 1.3176
34 H 0.0631 2.8084 1.3557
35 H -1.7330 3.4308 1.0855
36 H -0.0180 3.0896 -1.2906
37 H -0.1941 1.2438 -0.8457
38 H -1.8030 1.8098 -2.7285
39 H -2.9868 1.6417 -1.2341
40 H -3.2884 3.6931 -3.0671
41 H -1.7394 4.5275 -2.2842
42 H -4.1190 5.4352 -1.3850
43 H -3.1656 4.7307 0.0797
44 H -5.9721 4.1413 -0.4939
45 H -5.1507 2.8074 -1.6474
46 H -5.5969 2.9343 1.4944
47 H -3.7842 2.5298 1.0477
48 H -6.2648 0.7181 1.1093
49 H -5.9103 0.9013 -0.7446
50 H -3.1557 0.4546 0.6157
51 H -4.3545 -0.6131 1.6233
52 H -4.7194 -2.2753 -0.2429
53 H -4.6360 -0.9146 -1.5606
54 H -2.2261 -0.8009 -1.7138
55 H -2.6783 -2.6295 -1.7336
56 H -1.0045 -0.7533 0.3260
57 H -2.1792 -1.9267 1.2269
58 H -0.3386 -3.0924 1.2650
59 H -0.6709 -4.1699 -1.5742
60 H -1.9735 -4.3948 -0.1753
61 H 0.0920 -6.2726 -0.3462
62 H -0.4989 -5.7336 1.3619
63 H 3.1876 -5.4279 2.5071
64 H 0.9342 -5.4663 3.0865
65 H 1.8283 -4.1705 -1.4070
66 H 3.6901 -2.5522 0.7428
67 H 3.8269 -2.7725 -1.1237
68 H 6.0692 -3.1913 1.3094
69 H 7.1163 -4.5106 0.4592
70 H 6.2226 -4.4732 3.3803
71 H 7.2186 -5.8836 2.4551
72 H 5.3311 -5.9371 2.5958
73 H 1.3078 -1.6511 0.4996
74 H -0.0476 -1.1330 -2.0402
75 H 1.0850 -2.5166 -2.6373
76 H 2.4459 -0.2977 -0.7922
77 H 3.1182 -1.1462 -2.3918
78 H 0.5649 0.8096 -2.8435
79 H 1.9369 0.1864 -3.9741
80 H 3.5696 1.9173 -3.4205
81 H 1.9681 2.8507 -3.0732
82 H 2.1897 1.9539 -0.6700
83 H 1.5717 4.1370 -0.2293
84 H 5.2020 4.3402 -0.6587
85 H 4.4834 5.3895 -1.7252
86 F -0.9728 3.6683 5.4181
87 P -0.5148 4.4222 4.1335
88 F -0.2787 4.1783 2.6125
89 F -2.0108 4.0526 3.9013
90 F -0.8841 5.8948 3.7814
91 F 0.6779 3.4236 4.0419
92 F 0.3781 5.3158 5.0459

## Properties
LUMO energy in eV: -0.84
Total charge: 0
E_tot in eV: -89739.8652

No. 2
Entry from the Open Molecules 2025 dataset: a molecular structure, C24H53MnN6O6 (the ωB97M-V functional and the def2-TZVPD basis).

Geometry (Å):
1 Mn -0.8026 0.4400 0.0871
2 C 3.3391 -1.9758 1.9758
3 C 3.2154 -1.6309 0.4031
4 C 4.2852 -2.4400 -0.3043
5 C 3.9499 -3.9223 -0.4336
6 C 2.7304 -3.9745 -1.3118
7 C 1.5201 -3.2807 -0.6833
8 N 1.8635 -1.9091 -0.2930
9 O 0.7403 -1.1698 0.1914
10 C 0.8978 -4.1058 0.4796
11 C 0.3614 -3.2444 -1.7307
12 C 3.5886 -0.1506 0.2041
13 H 3.0516 -1.1289 2.5988
14 H 4.4029 -2.0360 2.2054
15 H 2.8119 -2.8559 2.3440
16 H 5.1625 -2.4951 0.3402
17 H 4.4851 -1.9296 -1.2464
18 H 3.7258 -4.4144 0.5128
19 H 4.9205 -4.3462 -0.6912
20 H 2.5189 -5.0287 -1.4906
21 H 2.9035 -3.6246 -2.3295
22 H 1.5155 -4.9834 0.6701
23 H -0.0712 -4.5835 0.3352
24 H 0.7585 -3.4758 1.3581
25 H -0.4705 -2.6436 -1.3631
26 H -0.0071 -4.2054 -2.0896
27 H 0.7975 -2.7665 -2.6080
28 H 4.5388 0.1590 0.6395
29 H 2.8499 0.5208 0.6420
30 H 3.6483 0.1350 -0.8461
31 C -1.8185 4.2898 1.4525
32 C -2.0618 3.5551 0.1818
33 O -1.8873 2.3360 0.1684
34 N -2.5128 4.2278 -0.8883
35 C -2.5500 3.7562 -2.3011
36 H -2.7839 4.2994 1.9585
37 H -1.4528 5.2831 1.1923
38 H -1.0208 3.8568 2.0560
39 H -2.8363 5.1324 -0.5767
40 H -3.3831 4.3014 -2.7447
41 H -2.6282 2.6690 -2.2908
42 H -1.6287 4.1391 -2.7400
43 C 2.0208 0.4542 -2.9269
44 C 1.6039 1.4655 -1.8942
45 O 0.4556 1.4162 -1.4257
46 N 2.4514 2.4032 -1.5059
47 C 2.2188 3.5515 -0.7061
48 H 1.7779 0.6890 -3.9633
49 H 1.5758 -0.5001 -2.6452
50 H 3.0914 0.3623 -3.1095
51 H 3.4390 2.1945 -1.5388
52 H 3.0006 4.2666 -0.9622
53 H 2.3154 3.2859 0.3466
54 H 1.3385 4.1802 -0.8401
55 C -4.1637 -1.1270 -1.9646
56 C -2.7725 -0.5781 -2.2682
57 O -2.0407 -0.0545 -1.3851
58 N -2.5021 -0.4777 -3.5767
59 C -1.3926 0.3142 -4.0684
60 H -4.6307 -0.5529 -1.1644
61 H -4.1231 -2.1973 -1.7627
62 H -4.6393 -0.8830 -2.9145
63 H -3.1009 -0.9042 -4.2692
64 H -1.4343 0.6532 -5.1035
65 H -0.5338 -0.3530 -3.9946
66 H -1.2606 1.0891 -3.3132
67 C -3.4614 -2.1562 2.2718
68 C -3.4032 -0.6862 1.8488
69 O -2.3957 -0.2071 1.2826
70 N -4.5093 0.0044 1.9879
71 C -4.6091 1.4108 1.5425
72 H -2.8757 -2.4335 3.1482
73 H -3.2731 -2.7421 1.3722
74 H -4.5174 -2.4190 2.3352
75 H -5.1631 -0.4263 2.6261
76 H -5.6143 1.8178 1.4326
77 H -4.2585 1.5708 0.5229
78 H -4.1176 2.0528 2.2735
79 C 1.6124 2.8746 2.9515
80 C 0.7337 1.6459 2.7705
81 O 0.1972 1.3446 1.6811
82 N 0.5857 0.8468 3.8686
83 C -0.1309 -0.3912 4.0793
84 H 1.1887 3.8290 2.6390
85 H 2.5077 2.6768 2.3622
86 H 1.8890 3.0330 3.9939
87 H 1.2425 0.9314 4.6312
88 H 0.5083 -1.2639 4.2139
89 H -0.6965 -0.4939 3.1533
90 H -0.8013 -0.2962 4.9335

## Properties
<S²>: 8.753
LUMO energy (alpha / beta) in eV: -1.83 / -1.83
Total charge: +1
E_tot in eV: -78289.1068
Spin multiplicity: 6

No. 3
Entry from the Open Molecules 2025 dataset: 8 unconnected molecules or ions with the total composition C24H53NO9 (the ωB97M-V functional and the def2-TZVPD basis).

Geometry (Å):
1 C 44.8710 31.2800 43.7010
2 C 43.5690 31.7460 44.2860
3 O 42.6480 31.0170 44.2160
4 N 43.4760 33.1470 44.9600
5 H 44.0310 33.1740 45.8090
6 H 44.0130 33.7560 44.3550
7 C 42.1980 33.7500 45.2770
8 H 45.6830 32.0430 43.6960
9 H 44.8120 30.7030 42.5690
10 H 45.4810 30.4240 44.2230
11 H 41.7240 33.9810 44.3020
12 H 42.1430 34.6110 45.8670
13 H 41.6030 32.9130 45.6830
14 O 45.5250 33.6970 46.5290
15 H 45.9810 34.5320 46.4090
16 C 44.6130 34.4750 41.3360
17 C 45.6610 34.9580 42.3410
18 C 45.7470 36.6060 42.4740
19 O 45.3780 34.5440 43.5470
20 H 43.8330 35.0640 41.4030
21 H 44.4220 33.5130 41.6850
22 H 44.8660 34.3720 40.3120
23 H 46.7820 34.4210 42.0720
24 H 45.9700 36.9880 41.4980
25 H 46.2270 37.1470 42.9440
26 H 44.9390 37.0940 42.7820
27 H 46.3250 34.0110 43.8050
28 C 47.9990 34.9270 50.4610
29 C 47.6080 35.0590 49.0200
30 C 48.7560 35.8420 48.2530
31 O 47.7020 33.7710 48.3170
32 H 47.1790 34.3660 51.1090
33 H 48.1570 35.9310 50.9900
34 H 49.0570 34.3440 50.5330
35 H 46.5150 35.5020 48.8920
36 H 49.0210 36.9100 48.7180
37 H 48.3670 36.0740 47.1870
38 H 49.7270 35.4330 47.8230
39 H 46.9760 33.7560 47.7090
40 C 46.0590 29.4030 48.4660
41 C 46.4220 30.3960 47.3830
42 C 47.0120 29.6590 46.2250
43 O 45.2440 30.9680 46.8830
44 H 45.4510 28.5390 48.0540
45 H 45.7240 30.1450 49.3910
46 H 47.1030 28.8240 48.6650
47 H 47.1380 31.4210 47.6300
48 H 47.2760 30.0940 45.4210
49 H 46.2280 28.9030 45.8480
50 H 47.7870 29.1200 46.6320
51 H 45.3470 32.0380 46.8970
52 C 49.6020 32.3840 44.8970
53 C 48.8490 33.6330 44.7300
54 C 49.1460 34.3730 43.3630
55 O 47.5020 33.1760 44.8100
56 H 49.3530 31.6780 45.8470
57 H 50.5980 32.4840 44.8050
58 H 49.2510 31.7800 44.0740
59 H 48.8770 34.5040 45.5150
60 H 48.7960 35.3360 43.4510
61 H 48.7740 33.9340 42.4130
62 H 50.1760 34.4760 43.3470
63 H 46.9500 33.2090 45.6190
64 C 44.1110 33.3310 50.7850
65 C 43.9560 32.9420 49.3490
66 C 42.8780 31.7960 49.1820
67 O 43.5500 34.0260 48.5010
68 H 43.3410 33.7340 51.3290
69 H 44.7660 34.0420 50.9210
70 H 44.2020 32.6290 51.4310
71 H 44.8120 32.4600 48.8910
72 H 41.7670 32.1230 49.3390
73 H 43.1100 30.9960 49.6740
74 H 42.8540 31.5190 48.2400
75 H 44.1400 33.8270 47.8040
76 C 45.1200 39.9590 47.0640
77 C 45.1550 40.2830 48.5680
78 C 44.8870 39.0820 49.5420
79 O 44.9690 39.2070 50.7580
80 C 44.8670 37.7620 48.9310
81 C 44.9070 37.5290 47.4890
82 C 44.8930 38.5520 46.5590
83 O 44.7800 38.3850 45.3540
84 H 45.4150 40.9090 46.5820
85 H 45.0780 41.3630 48.8970
86 H 44.6760 37.0520 49.4970
87 H 44.6290 36.5170 47.0740

## Properties
LUMO energy in eV: -2.17
Total charge: 0
E_tot in eV: -45649.1801

So what do the calculations give for strongest force on any atom? Going down the list: 0.12611, 0.06971, 0.31954 hartree/bohr.